Below is a cluster of 2 separate species, C3H2Cl2O2 in total, with properties calculated with wB97M-V/def2-TZVPD.

Structure (XYZ):
```
9
C3H2Cl2O2, DFT wB97M-V/def2-TZVPD
C -0.3827 -0.3236 0.0778
C 0.0335 2.3636 2.1918
C 0.0838 1.6680 1.2049
O -0.0643 -1.1776 -0.6700
O 0.4215 0.7286 0.3190
Cl -0.4518 3.3778 3.3448
Cl 1.0976 -2.9403 -4.1641
H -1.3684 -0.1947 0.7785
H 0.6309 -3.5018 -3.0826
```

Output
**E**: -1186.2642 a.u.
**SMILES**: O=COC#CCl.Cl

Below is an isolated molecule of C3H2ClF, with properties calculated with wB97M-V/def2-TZVPD.

Structure (XYZ):
```
7
C3H2ClF, DFT wB97M-V/def2-TZVPD
C -0.1994 -0.6632 -1.5890
C 1.0778 -0.0758 -1.2497
C -0.0552 -0.1205 -0.2243
F -0.9088 -1.6429 -2.1193
Cl 2.5537 0.2622 -1.9353
H -0.2831 0.8474 0.1928
H 0.1469 -0.8944 0.5196
```

Output
**E**: -675.4117 a.u.
**SMILES**: FC1=C(Cl)C1

Molecular weight
In order: 140.95; 92.50
Unit: g mol⁻¹
Relative energy (zero: lowest compared OMol25 entry of this formula, charge and spin)
In order: 3.4469; 2.1870
Unit: eV
Max |F|
In order: 3.3; 8.3
Unit: eV Å⁻¹